No. 1
Here is a cluster of 2 separate species, C10H16O in total at a distorted geometry from OMol25. Energies are from ωB97M-V/def2-TZVPD.

Last column: natural (NBO) charge in e.
Atoms and positions in Å:
1 H 3.1559 -3.1891 0.6306  0.2017
2 H -1.2652 4.1222 0.4289  0.2183
3 C -0.3091 0.7174 -2.5808  -0.6291
4 H -0.1158 -0.3698 -2.5211  0.2129
5 C 0.5875 -2.8898 0.8684  -0.6105
6 C 3.0577 -2.1105 0.6221  -0.6182
7 H 0.9033 -3.8552 0.4731  0.2023
8 H -2.7304 0.1300 1.3507  0.2296
9 H 0.4029 -3.0555 1.9575  0.2106
10 C -1.4228 0.3559 -0.3517  -0.1878
11 H -1.1514 -0.6931 -0.4573  0.2059
12 H -0.3271 -2.5920 0.3373  0.2065
13 H 3.4755 -1.6551 1.5278  0.2074
14 H 1.3371 -1.3268 -0.5304  0.1965
15 C -1.3662 3.0683 0.2321  -0.3010
16 H -1.1509 0.8778 -3.2837  0.2202
17 H 3.7558 -1.7662 -0.1621  0.2105
18 H -2.1279 3.3523 2.6703  0.4851
19 C 1.5641 -1.7719 0.4873  -0.4161
20 H 0.6097 1.1602 -2.9219  0.2144
21 C -0.7655 1.2161 -1.2149  -0.0548
22 C -1.9631 2.1227 1.0838  0.3165
23 C -2.1414 0.8092 0.7463  -0.2691
24 C -0.8424 2.6073 -0.9505  -0.1880
25 O -2.0934 2.4183 2.4119  -0.6877
26 H 1.3408 -0.8039 0.9795  0.2106
27 H -0.4179 3.1211 -1.8332  0.2131

Molar mass in g mol⁻¹: 152.24
Frontier orbital gap in Ha: 0.335
HOMO energy in eV: -8.3
Strongest force on any atom in eV/Å: 2.7
Net charge: 0
Energy in Eh: -465.82516

***

No. 2
Here is a cluster of 2 separate species, C10H16O in total at a distorted geometry from OMol25. Energies are from ωB97M-V/def2-TZVPD.

Last column: natural (NBO) charge in e.
Atoms and positions in Å:
1 H 0.8045 2.5607 -3.1866  0.2062
2 H -2.7252 -0.1630 -0.3488  0.2430
3 C -1.7855 0.5558 -0.3549  -0.2765
4 H 1.4107 -4.0582 1.9238  0.2075
5 H -0.3028 2.4354 2.1768  0.2142
6 H 1.4685 3.4706 -1.9070  0.2241
7 H 0.0986 4.1164 -2.5361  0.2245
8 C -0.2902 2.3201 -1.2402  -0.1041
9 C 0.7117 -3.9683 1.1226  -0.6163
10 C -1.2081 1.2132 -1.4412  -0.1746
11 C 0.3791 -2.5705 0.7451  -0.4032
12 H -0.5065 -2.4581 -0.0437  0.2033
13 O -1.9116 0.3039 1.9238  -0.6747
14 C 1.5709 -1.9402 0.0197  -0.6129
15 H -1.5852 1.1023 -2.4658  0.2187
16 H 0.5453 3.6797 0.3566  0.2071
17 H 0.1588 -1.8356 1.6376  0.2030
18 H -0.1593 -4.6045 1.3745  0.2114
19 C 0.4399 3.1557 -2.1972  -0.6327
20 H 1.4419 -1.0395 -0.6492  0.2196
21 H 2.4197 -1.7920 0.6935  0.1982
22 H 1.1330 -4.4478 0.2093  0.1999
23 H 1.8654 -2.6917 -0.7669  0.1888
24 C -0.0887 2.7510 0.0648  -0.1448
25 H -1.7139 0.6562 2.8136  0.4817
26 C -1.4718 1.0772 0.9192  0.3098
27 C -0.6992 2.1712 1.1570  -0.3214

Molar mass in g mol⁻¹: 152.24
Frontier orbital gap in Ha: 0.333
HOMO energy in eV: -8.2
Strongest force on any atom in eV/Å: 5.6
Net charge: 0
Energy in Eh: -465.80088

***

No. 3
Here is a cluster of 2 separate species, C10H16O in total at a distorted geometry from OMol25. Energies are from ωB97M-V/def2-TZVPD.

Last column: natural (NBO) charge in e.
Atoms and positions in Å:
1 H -0.8929 0.1278 1.8433  0.2130
2 H 1.0634 -0.1200 -4.0879  0.2081
3 C -1.9795 -2.3857 1.0814  -0.6436
4 C -0.0030 0.3474 1.3087  -0.2792
5 C 2.0965 1.3124 -0.1973  -0.2048
6 O 1.1037 1.0769 3.3680  -0.7061
7 H 1.4030 -0.8932 -2.4952  0.2180
8 H -3.9954 -1.4639 1.8653  0.2097
9 H -1.5347 -2.4242 0.1163  0.2055
10 H 2.4953 0.3943 -3.5226  0.2138
11 C 1.4886 0.0576 -3.1699  -0.6142
12 H 3.1460 1.3562 1.7358  0.2233
13 H 2.9881 1.5977 -0.8599  0.2139
14 H -2.6850 -0.1933 1.1977  0.2024
15 H -3.6448 -1.3772 0.1426  0.2017
16 C -0.1397 0.6753 -0.0196  -0.2032
17 H -0.3474 1.1419 -2.7099  0.2082
18 H 1.3359 0.2280 3.8466  0.4845
19 C 1.0635 0.8392 1.9758  0.3021
20 C 0.7011 1.1659 -2.4478  -0.4106
21 C 0.8576 1.0814 -0.8522  -0.0249
22 H 1.0181 2.2094 -2.7618  0.2083
23 H -1.3530 -1.8210 1.6703  0.2160
24 C 2.2396 1.1529 1.1725  -0.2608
25 H -2.1807 -3.4522 1.2431  0.2220
26 C -3.0677 -1.3232 1.0958  -0.6116
27 H -1.1764 0.6895 -0.5391  0.2087

Molar mass in g mol⁻¹: 152.24
Frontier orbital gap in Ha: 0.354
HOMO energy in eV: -8.8
Strongest force on any atom in eV/Å: 4.2
Net charge: 0
Energy in Eh: -465.77537

***

The lowest energy belongs to which entry?
number 1